The following is a quantum chemistry calculation of 2 unconnected molecules or ions with the total composition C5H4N2O2, from the Open Molecules 2025 dataset.

```
13
Properties=species:S:1:pos:R:3:forces:R:3
C 0.25082 1.08597 -0.60554 -3.28 -1.34 3.35
C 0.06566 -0.07734 -1.24548 1.40 0.31 -2.71
C -0.40983 -1.60150 0.31234 2.70 -8.28 2.70
C -0.93758 -0.95419 1.44169 -6.21 -2.68 1.16
C 0.24057 0.99022 0.87210 -1.33 -0.66 -2.54
H 1.44845 1.91261 -2.10180 -3.60 2.01 2.34
H 0.44856 -0.06911 -2.25815 -0.51 0.29 -0.79
H 0.04769 -2.68705 0.60839 -1.86 1.88 -0.22
H 0.86327 1.74848 1.16740 1.41 1.75 2.13
N 0.00571 -1.35926 -0.81397 0.60 1.84 -2.46
N -0.36862 0.15981 1.61915 3.02 4.82 2.15
O 0.22970 2.30849 -1.10327 5.32 -1.15 -3.73
O -1.88440 -1.45711 2.10714 2.34 1.21 -1.39
```
Forces are in eV/Å.

Values from the calculation:
Kohn-Sham gap = 0.2500 Eh
Energy above the lowest of the compared OMol25 structures with the same formula, charge and spin = 176.0 kcal per mole
Multiplicity = 1

***

The following is a quantum chemistry calculation of a molecular structure, C10H19N2O11P2ReSb, from the Open Molecules 2025 dataset.

```
46
Properties=species:S:1:pos:R:3:forces:R:3
Re -0.02424 -0.67917 0.32860 -0.03 0.08 -0.07
O 5.43523 -2.93646 0.93699 0.01 0.00 0.01
C 5.20883 -2.57511 -0.31919 -0.02 0.00 -0.01
O 6.01175 -2.69932 -1.19320 0.00 0.00 0.00
C 3.87084 -1.97180 -0.65206 0.00 0.00 0.01
C 3.53873 -1.58151 -1.93699 -0.01 0.01 0.00
N 2.29375 -1.07532 -1.90421 0.01 0.00 -0.02
N 1.79160 -1.11490 -0.67051 -0.02 0.01 0.02
C 2.73474 -1.65915 0.09831 0.03 -0.01 0.01
C 2.34514 -1.79933 1.51446 -0.08 0.02 0.03
O 3.00081 -2.24158 2.39681 0.03 -0.01 0.00
O 1.05532 -1.32449 1.71882 0.07 -0.08 0.01
H 4.68924 -2.78324 1.54022 -0.01 0.00 0.00
H 4.11993 -1.64404 -2.84319 0.00 0.00 0.00
H 1.74462 -0.72003 -2.67310 0.00 0.00 0.00
C -4.80579 -0.05658 -0.33422 0.00 -0.01 0.00
C -3.51634 -0.60725 -0.93577 0.00 0.00 0.01
O -3.71639 -1.36416 -2.12015 0.01 0.00 0.01
P -2.38598 0.74319 -1.50464 -0.02 0.00 0.02
O -2.69825 0.97010 -3.00838 0.01 0.00 -0.01
O -2.69183 2.09712 -0.78242 0.00 0.00 0.00
O -0.93639 0.41329 -1.21918 -0.01 0.00 0.01
P -2.53200 -1.57346 0.26285 0.06 -0.01 -0.06
O -3.53455 -2.63790 0.77728 0.02 0.00 0.01
O -1.27201 -2.11210 -0.46157 -0.07 -0.06 0.03
O -1.91720 -0.59568 1.27719 -0.01 0.01 0.01
H -5.32373 0.57264 -1.05959 0.00 0.00 0.00
H -4.61007 0.51938 0.57019 0.00 0.00 0.00
H -5.46504 -0.88501 -0.07151 0.00 0.00 0.00
H -4.50863 -1.91425 -2.04138 0.00 0.00 0.00
H -3.04237 0.19122 -3.48261 0.00 0.00 0.01
H -3.42077 2.64035 -1.11947 0.00 0.00 0.00
H -3.24971 -3.33539 1.38878 0.00 0.00 0.00
C -0.75744 2.66866 2.36005 0.00 0.00 0.00
Sb 0.68302 1.83024 1.07175 0.03 0.03 0.02
C 2.49688 1.81891 2.15268 0.00 0.01 0.00
C 0.95654 3.20256 -0.50429 0.00 0.00 -0.01
H -0.42339 3.65610 2.67317 0.00 0.00 0.00
H -0.87236 2.02406 3.22895 0.00 0.00 0.00
H -1.70707 2.74716 1.83634 0.00 0.00 0.00
H 2.70622 2.83045 2.49597 0.00 0.00 0.00
H 3.30875 1.48343 1.50944 0.00 0.00 0.00
H 2.40172 1.15482 3.00969 0.00 0.00 0.00
H 1.22536 4.16938 -0.08236 0.00 0.00 0.01
H 0.03516 3.29669 -1.07353 0.00 0.00 0.00
H 1.75734 2.85745 -1.15502 0.00 0.00 0.00
```
Forces are in eV/Å.

Values from the calculation:
Kohn-Sham gap (spin up / spin down) = 0.2684 / 0.2712 Eh
<S²> = 1.00
Energy above the lowest of the compared OMol25 structures with the same formula, charge and spin = 0.0 kcal per mole
Multiplicity = 2
Net charge = +2